{
  "formula": "C46H113N7O8S2",
  "method": "ωB97M-V/def2-TZVPD",
  "largest_force_ha_per_bohr": 0.214,
  "multiplicity": 1,
  "energy_ha": -3601.0720,
  "homo_lumo_gap_ha": 0.2892,
  "homo_ha": -0.2864,
  "symbols": ["C", "C", "N", "C", "C", "C", "C", "H", "H", "H", "H", "H", "H", "H", "H", "H", "H", "H", "H", "H", "H", "H", "C", "C", "N", "C", "C", "C", "C", "H", "H", "H", "H", "H", "H", "H", "H", "H", "H", "H", "H", "H", "H", "H", "C", "C", "N", "C", "C", "C", "C", "H", "H", "H", "H", "H", "H", "H", "H", "H", "H", "H", "H", "H", "H", "H", "C", "C", "N", "C", "C", "C", "C", "H", "H", "H", "H", "H", "H", "H", "H", "H", "H", "H", "H", "H", "H", "H", "C", "C", "N", "C", "C", "C", "C", "H", "H", "H", "H", "H", "H", "H", "H", "H", "H", "H", "H", "H", "H", "H", "C", "C", "N", "C", "C", "C", "C", "H", "H", "H", "H", "H", "H", "H", "H", "H", "H", "H", "H", "H", "H", "H", "C", "C", "N", "C", "C", "C", "C", "H", "H", "H", "H", "H", "H", "H", "H", "H", "H", "H", "H", "H", "H", "H", "C", "C", "O", "S", "O", "O", "O", "H", "H", "H", "H", "C", "C", "O", "S", "O", "O", "O", "H", "H", "H", "H"],
  "positions_angstrom": [[-0.0016, -22.0978, -20.9917], [-1.3697, -21.5935, -20.3332], [-2.0342, -22.6553, -19.5212], [-3.4413, -22.3041, -19.4746], [-4.2838, -22.9095, -20.6198], [-1.3174, -22.6809, -18.1889], [-1.5013, -23.9414, -17.4030], [0.4614, -21.3436, -21.6280], [-0.2467, -22.8947, -21.6937], [0.6272, -22.6325, -20.2798], [-1.0586, -20.7573, -19.7071], [-2.0503, -21.2430, -21.1091], [-3.8531, -22.7153, -18.5530], [-3.6239, -21.2298, -19.5015], [-4.0432, -22.5066, -21.6036], [-3.9069, -23.9245, -20.7453], [-5.3486, -22.9701, -20.3945], [-1.7044, -21.8380, -17.6163], [-0.2652, -22.4993, -18.4081], [-1.0724, -23.9262, -16.4011], [-1.0383, -24.7468, -17.9733], [-2.5415, -24.2413, -17.2760], [1.6127, -27.0620, -16.5706], [0.9814, -26.1651, -17.6963], [1.9575, -26.0855, -18.7779], [1.7305, -24.9447, -19.6274], [2.4839, -23.7745, -19.0032], [2.1364, -27.3125, -19.5875], [1.0628, -27.7355, -20.5118], [1.3254, -28.0554, -16.9150], [1.0384, -26.9542, -15.6505], [2.7016, -27.0137, -16.5833], [0.0907, -26.6810, -18.0547], [0.8061, -25.2249, -17.1736], [2.0203, -25.1556, -20.6568], [0.6646, -24.7188, -19.5943], [2.6280, -22.9112, -19.6527], [2.1479, -23.4496, -18.0185], [3.5396, -24.0377, -18.9382], [2.3909, -28.1729, -18.9687], [3.0363, -27.1633, -20.1842], [0.2756, -28.3330, -20.0519], [1.5177, -28.3130, -21.3165], [0.5560, -26.8818, -20.9617], [11.0585, -22.6988, -22.7100], [10.1044, -23.1916, -21.6455], [8.9577, -22.2605, -21.6053], [8.1974, -22.1774, -22.8355], [7.1438, -21.0053, -22.6601], [8.1195, -22.5608, -20.4197], [8.4140, -21.5809, -19.2312], [12.0177, -23.2138, -22.6572], [11.2566, -21.6312, -22.8054], [10.7560, -23.0379, -23.7008], [9.8220, -24.2425, -21.7083], [10.5485, -23.0609, -20.6587], [8.9075, -21.8246, -23.5834], [7.7581, -23.1546, -23.0361], [7.5991, -20.2488, -23.2993], [6.2299, -21.3118, -23.1690], [6.9192, -20.4194, -21.7688], [8.4188, -23.4984, -19.9514], [7.0541, -22.4422, -20.6170], [8.4008, -20.5428, -19.5634], [9.4341, -21.7008, -18.8662], [7.6961, -21.7480, -18.4282], [1.2189, -19.9728, -19.3234], [2.5508, -19.6610, -19.9153], [3.1404, -20.6918, -20.7453], [3.1373, -22.0128, -20.0964], [3.5667, -23.0987, -21.0964], [4.3421, -20.0978, -21.4652], [5.5592, -20.1738, -20.4655], [1.2149, -20.6538, -18.4723], [0.4421, -20.2954, -20.0167], [0.6954, -19.0785, -18.9854], [2.5854, -18.7386, -20.4949], [3.2563, -19.4685, -19.1069], [2.1301, -22.1943, -19.7212], [3.8623, -22.1286, -19.2907], [4.5963, -22.8962, -21.3914], [2.9021, -23.1048, -21.9603], [3.4548, -24.0976, -20.6748], [4.4876, -20.6610, -22.3871], [4.0962, -19.0787, -21.7640], [6.3837, -19.5610, -20.8298], [5.3890, -19.7759, -19.4651], [5.8617, -21.2182, -20.3891], [2.0303, -18.4499, -17.2719], [0.8041, -17.5238, -17.3375], [-0.0042, -17.5691, -16.0557], [-0.7010, -18.7667, -15.8015], [-1.4627, -19.3622, -16.9537], [0.8091, -17.1059, -14.8688], [-0.0414, -16.9293, -13.5983], [2.8913, -17.9301, -16.8516], [2.2895, -18.8412, -18.2557], [1.7978, -19.3814, -16.7559], [1.0281, -16.4777, -17.5462], [0.0982, -17.7055, -18.1480], [0.1143, -19.3846, -15.4253], [-1.5733, -18.5886, -15.1726], [-0.9052, -19.5368, -17.8739], [-1.8943, -20.3355, -16.7200], [-2.3969, -18.8359, -17.1498], [1.3280, -16.1847, -15.1341], [1.5705, -17.8509, -14.6381], [0.4763, -16.2840, -12.8887], [-0.1201, -17.9384, -13.1938], [-1.0663, -16.6516, -13.8445], [5.3672, -17.4264, -16.4998], [5.9774, -18.4581, -15.6326], [4.9855, -19.4108, -15.1481], [5.0764, -20.7196, -15.6450], [4.5946, -20.7740, -17.0992], [4.8800, -19.5567, -13.6457], [4.2794, -18.3302, -13.0334], [4.4454, -17.7428, -16.9879], [5.9936, -17.1590, -17.3508], [5.0685, -16.6144, -15.8369], [6.5650, -19.0268, -16.3533], [6.6278, -18.0665, -14.8504], [6.1221, -21.0256, -15.6150], [4.5758, -21.5623, -15.1680], [4.5238, -21.7830, -17.5053], [3.5851, -20.3655, -17.1471], [5.1878, -20.2745, -17.8651], [5.8726, -19.7445, -13.2365], [4.3010, -20.3936, -13.2552], [4.6547, -17.4263, -13.5133], [4.7205, -18.3332, -12.0366], [3.1952, -18.2256, -13.0734], [9.5379, -19.5013, -25.4684], [8.4268, -18.5646, -25.7814], [7.1917, -18.8843, -25.0635], [7.2072, -18.3398, -23.6811], [6.1350, -18.9306, -22.7941], [6.0841, -18.2333, -25.6986], [5.6009, -18.7336, -27.0812], [10.2806, -19.4533, -26.2648], [9.2827, -20.5351, -25.2356], [10.1619, -19.2572, -24.6086], [8.5158, -17.4820, -25.6917], [8.1225, -18.7458, -26.8123], [8.1846, -18.4992, -23.2256], [7.1016, -17.2634, -23.8165], [5.1124, -18.5764, -22.9247], [6.1380, -20.0176, -22.8743], [6.4617, -18.7816, -21.7650], [6.1492, -17.1454, -25.7141], [5.2630, -18.4054, -25.0027], [6.1700, -18.5831, -27.9986], [4.7519, -18.1281, -27.3982], [5.2084, -19.7465, -26.9910], [5.6792, -24.7486, -20.6657], [5.5111, -25.6166, -19.4270], [6.3440, -26.7479, -19.7346], [7.5333, -26.4929, -20.8952], [7.7979, -27.7043, -21.6689], [8.6580, -25.7885, -20.3246], [6.5619, -25.3278, -21.5871], [6.0601, -23.7371, -20.5243], [4.7489, -24.5869, -21.2103], [4.5459, -26.0891, -19.2450], [5.8959, -25.0871, -18.5554], [2.6184, -15.6522, -22.6706], [2.6140, -17.1719, -22.9807], [3.9106, -17.6753, -22.5482], [4.6594, -16.5840, -21.4853], [6.1607, -16.6455, -21.5253], [3.9638, -16.6066, -20.1886], [3.9810, -15.4123, -22.4643], [2.0876, -15.3930, -21.7545], [2.2782, -15.0333, -23.5009], [2.8011, -17.3102, -24.0456], [1.6967, -17.5870, -22.5632]],
  "forces_ev_per_angstrom": [[-2.4, -0.9, -0.7], [1.8, -1.5, -0.4], [1.4, 0.9, -0.4], [-1.1, -0.7, 0.2], [1.4, -1.0, 0.0], [-1.4, 0.8, -0.7], [-0.2, -1.1, -0.5], [0.4, 0.0, 0.6], [-0.4, -0.2, -0.1], [0.0, 0.7, 0.0], [-0.9, 0.2, 0.2], [0.1, -0.1, 0.0], [-0.1, 0.2, 0.2], [0.2, 0.4, 0.5], [-0.4, 0.6, 0.1], [-0.3, -0.4, 0.2], [0.1, 0.4, -0.2], [0.3, 0.0, 0.0], [0.0, -0.1, 0.2], [0.2, 0.3, -0.1], [-0.1, -0.1, 0.2], [-0.2, 0.3, -0.1], [-1.6, -0.8, -1.6], [2.0, -1.4, 1.2], [0.2, -1.3, -0.4], [-0.2, 0.8, 1.7], [-0.2, -5.0, 2.4], [0.9, 0.2, 1.2], [-1.3, -0.1, -0.9], [0.5, -0.5, 0.3], [0.7, 0.3, 0.3], [-0.2, 0.4, 0.6], [-0.6, 0.5, 0.2], [-0.1, 0.3, -1.0], [0.0, 0.0, 0.0], [-0.4, 0.1, -0.6], [-2.9, -8.9, 4.1], [-0.4, -0.2, 0.2], [-0.1, -0.6, 1.0], [0.1, 0.2, 0.4], [0.2, 0.3, -0.1], [0.1, -0.1, 0.1], [-0.2, -0.1, -0.1], [0.0, 0.1, -0.2], [0.9, -1.3, -1.1], [-0.2, 2.0, 0.4], [-0.1, -0.7, 1.2], [-0.3, 1.0, 2.0], [4.1, -3.5, -2.0], [1.4, 1.6, 1.2], [0.2, 0.2, -1.0], [0.3, 0.1, 0.5], [-0.3, 0.0, 0.6], [-0.5, 0.2, -0.2], [0.0, -0.1, -0.5], [0.3, -0.2, 0.1], [-0.3, -0.6, -0.3], [-0.3, -0.1, -0.6], [0.2, -1.1, 0.0], [0.1, -0.8, 0.1], [1.7, -2.7, 0.0], [-0.7, -0.6, -0.7], [0.5, -0.4, -0.3], [-0.4, 0.1, 0.0], [0.0, -0.4, 0.2], [0.0, 0.1, 0.2], [-2.3, 0.2, -0.8], [1.4, -0.7, -0.5], [0.0, 0.8, -1.7], [4.1, 8.6, -5.5], [-0.8, 1.2, -1.4], [-1.0, -1.9, 2.9], [-0.8, 0.0, 0.2], [0.2, -0.2, -0.1], [1.3, -0.1, -0.1], [0.5, -0.2, 0.0], [-0.6, 0.1, 0.0], [0.3, 0.0, -0.1], [-0.7, 5.5, -1.6], [-0.1, 0.9, 0.4], [-0.6, 0.4, -0.3], [0.1, 0.4, -0.3], [0.3, 1.1, -0.6], [0.1, -0.2, 0.3], [-0.2, -1.8, 1.1], [-0.5, -1.0, 1.8], [-0.7, -0.1, -0.3], [-0.1, 0.3, 0.4], [-0.3, 0.8, -0.5], [-0.8, -0.1, 1.7], [1.1, 3.5, -0.8], [-0.2, -0.6, -0.3], [-0.5, -0.8, -0.9], [-1.1, -0.3, -1.0], [0.3, -1.0, -0.8], [-0.6, -0.4, 0.3], [0.2, 1.6, 1.6], [0.0, 0.3, 0.6], [0.6, 0.1, 0.4], [0.0, -0.5, 0.1], [-0.7, -1.4, 0.7], [0.8, 0.0, 1.3], [-0.1, 0.2, 0.1], [0.5, -0.1, 0.6], [0.3, 0.7, -0.3], [-0.1, 0.0, -0.2], [0.4, -0.2, 0.0], [-0.4, 0.1, 0.0], [-0.1, 0.1, 0.5], [0.2, 0.6, 0.1], [-1.0, 1.3, -0.2], [0.1, -2.1, -1.0], [-2.1, -0.3, 3.8], [1.2, -1.4, -3.0], [-0.3, -0.4, -0.4], [0.2, 1.0, -1.2], [0.9, 0.9, 0.4], [0.5, -0.4, 0.3], [0.4, 0.6, 0.4], [0.1, 0.7, -0.6], [0.8, -0.3, 0.4], [-0.1, 0.0, 0.1], [0.6, -0.4, -0.1], [-0.5, 0.8, 0.8], [0.1, -0.4, 0.4], [0.1, 0.0, 0.0], [0.2, 0.4, 0.7], [0.4, 0.2, 0.1], [-0.2, -0.4, -1.0], [0.2, 0.1, -0.1], [-0.8, 0.5, 0.5], [0.1, -0.5, 0.2], [2.1, 0.2, 0.7], [-2.2, -0.6, -0.4], [0.2, 0.0, 0.5], [-0.1, 0.2, -0.9], [-0.3, 1.7, -1.3], [-1.4, -0.5, -0.7], [-0.7, 0.3, 0.2], [-0.1, -0.4, -0.3], [-0.6, 0.1, -0.7], [-0.2, 0.5, 0.4], [1.2, 0.3, 0.1], [0.4, 0.1, -0.3], [0.2, 0.0, -0.1], [0.0, 0.5, 0.5], [2.4, -0.4, -0.8], [-2.2, 3.7, -1.1], [-0.2, 1.3, -1.6], [0.6, 0.6, -0.1], [-0.4, 0.0, -0.2], [1.0, -0.4, 0.5], [-0.5, 0.2, 0.6], [0.4, -0.1, -0.2], [-0.9, 0.7, -1.0], [1.4, -0.6, -0.5], [2.1, -1.3, -0.7], [-1.3, 0.7, 1.0], [-1.3, 2.7, 1.4], [-1.0, -1.0, -0.4], [2.1, -2.5, -0.9], [-0.2, -0.5, 0.8], [1.2, -1.3, 0.1], [-0.1, 0.6, 0.0], [-0.1, -0.2, 0.2], [0.0, -0.8, 0.4], [0.6, 1.2, -0.8], [-1.8, 2.6, 1.9], [0.4, 0.5, 0.0], [-5.6, 1.1, -0.1], [1.4, 0.0, -2.7], [2.9, 1.1, 1.5], [-0.3, -0.1, -0.1], [0.2, -0.1, 0.1], [-1.1, -0.1, -0.1], [0.5, -0.8, 0.0]]
}